Here is C25H48AlCl3N4O3SSi as an isolated structure in a non-equilibrium geometry from the OMol25 dataset. Energies are from the ωB97M-V functional and the def2-TZVPD basis.

The HOMO energy comes out at -7.57 eV. The energy above the lowest of the compared OMol25 structures with the same formula, charge and spin is 0.0 kcal/mol. As for the calculated total energy: -101692.5137 eV.

Structure (XYZ):
```
86
C25H48AlCl3N4O3SSi, DFT the ωB97M-V functional and the def2-TZVPD basis
C -1.557 -2.041 -3.510
C -1.092 -3.011 -2.471
H -1.199 -2.304 -4.509
H -1.167 -1.041 -3.261
H -2.655 -1.962 -3.545
C -0.521 -4.191 -2.717
C -0.338 -4.786 -4.073
H -0.171 -4.815 -1.889
H -0.549 -4.063 -4.868
H -1.010 -5.645 -4.207
H 0.685 -5.161 -4.213
Al -0.094 0.303 -0.626
Cl -1.974 0.286 0.581
Cl -0.362 1.154 -2.640
H 0.779 4.173 2.947
H -1.274 5.389 2.042
C 1.110 4.051 1.909
C -0.944 5.154 1.023
N -0.062 3.984 1.032
H 1.692 3.135 1.804
C -0.300 2.934 0.276
O 0.443 1.887 0.273
H -1.813 4.928 0.401
H -1.189 2.949 -0.371
H 1.718 4.920 1.633
H -0.422 6.028 0.614
H 1.467 -1.606 -3.358
H 2.452 -3.731 -1.928
C 2.353 -1.084 -2.969
C 3.251 -3.008 -1.702
N 2.735 -1.646 -1.675
H 2.138 -0.019 -2.869
C 2.484 -1.033 -0.529
O 1.787 0.022 -0.441
H 3.691 -3.247 -0.729
H 2.885 -1.502 0.387
H 3.190 -1.255 -3.653
H 4.011 -3.080 -2.485
O -0.218 -1.491 -0.935
C -1.186 -2.474 -1.045
C 0.145 -4.092 0.445
C -1.083 -3.561 0.045
H 1.063 -3.611 0.110
C 0.189 -5.257 1.225
H -2.175 -2.001 -0.960
C -2.260 -4.136 0.522
H 1.157 -5.696 1.474
C -0.993 -5.861 1.650
C -2.223 -5.287 1.314
H -3.209 -3.692 0.217
H -0.960 -6.793 2.223
H -3.151 -5.753 1.642
Si -0.378 4.622 -5.414
Cl -0.611 2.860 -6.550
C 1.453 4.727 -5.081
C -1.482 4.255 -3.973
C -0.940 6.185 -6.319
H 1.820 3.766 -4.698
H 1.676 5.507 -4.343
H 2.006 4.963 -6.000
H -0.318 6.396 -7.203
H -0.865 7.060 -5.650
H -1.987 6.110 -6.647
H -1.188 3.301 -3.516
H -2.522 4.159 -4.308
H -1.429 5.040 -3.213
C -0.400 1.448 3.805
N -0.560 0.297 4.690
C -1.325 0.497 5.911
C -0.164 -0.916 4.218
S 0.873 -1.014 2.881
N -0.736 -2.059 4.742
C -0.852 -2.376 6.160
C -0.624 -3.242 3.901
H -0.756 2.339 4.329
H -0.977 1.306 2.876
H 0.654 1.574 3.529
H -2.191 -0.168 5.963
H -0.690 0.380 6.799
H -1.684 1.528 5.910
H -1.818 -2.876 6.319
H -0.063 -3.074 6.477
H -0.808 -1.492 6.789
H -0.972 -3.010 2.888
H 0.424 -3.568 3.821
H -1.223 -4.052 4.324
```

***

Here is one molecule with the formula C5H9NO4 in a non-equilibrium geometry from the OMol25 dataset. Energies are from the ωB97M-V functional and the def2-TZVPD basis.

The HOMO energy comes out at -9.37 eV. The energy above the lowest of the compared OMol25 structures with the same formula, charge and spin is 176.4 kcal/mol. As for the calculated total energy: -15004.5929 eV. As for the SMILES: CO/C(C)=C(/OC)[N+](=O)[O-].

Structure (XYZ):
```
19
C5H9NO4, DFT the ωB97M-V functional and the def2-TZVPD basis
C 1.220 -2.257 1.116
O 0.309 -1.255 1.199
C -0.168 -0.635 0.101
C 0.403 -0.959 -1.232
C -0.836 0.519 0.343
O -1.192 1.354 -0.938
C -0.408 2.510 -1.095
N -1.460 0.983 1.513
O -1.412 0.188 2.481
O -1.972 2.058 1.481
H 1.463 -2.459 2.174
H 1.992 -1.946 0.412
H 0.928 -3.154 0.612
H 0.081 -2.039 -1.591
H 0.322 -0.388 -2.052
H 1.497 -1.080 -1.165
H 0.647 2.176 -1.233
H -0.484 3.238 -0.292
H -0.929 3.148 -1.834
```

***

Here is C47H52CaClIN10O4Te as an isolated structure in a non-equilibrium geometry from the OMol25 dataset. Energies are from the ωB97M-V functional and the def2-TZVPD basis.

The HOMO energy comes out at -1.53 eV. Its net charge is -2. The energy above the lowest of the compared OMol25 structures with the same formula, charge and spin is 5.8 kcal/mol. As for the calculated total energy: -119034.2606 eV.

Structure (XYZ):
```
117
C47H52CaClIN10O4Te, DFT the ωB97M-V functional and the def2-TZVPD basis
Ca 0.234 -1.370 1.841
C 3.852 -1.267 1.184
C 3.918 -2.775 1.031
C 5.121 -3.429 1.373
C 5.222 -4.848 1.315
C 4.235 -5.556 0.761
C 3.032 -4.971 0.367
C 1.912 -5.825 -0.204
C 2.841 -3.580 0.640
N 1.642 -2.922 0.383
C 1.087 -3.098 -0.824
O 1.667 -3.410 -1.879
C -0.430 -2.899 -0.905
C -1.149 -3.487 -1.892
C -2.567 -3.541 -1.670
C -3.205 -2.814 -0.704
C -2.392 -1.711 -0.064
N -1.031 -2.249 0.142
C -2.957 -1.224 1.272
O -4.188 -1.275 1.507
N -2.015 -0.706 2.110
C -2.485 -0.336 3.363
C -3.047 0.930 3.631
C -3.174 1.886 2.533
C -3.405 1.228 4.940
C -3.184 0.359 6.038
C -2.710 -0.893 5.748
C -2.300 -1.219 4.472
C -1.533 -2.508 4.296
H 3.668 -0.952 2.202
H 4.773 -0.781 0.864
H 3.040 -0.843 0.568
H 5.936 -2.818 1.716
H 6.139 -5.323 1.576
H 4.485 -6.604 0.683
H 1.918 -6.836 0.229
H 0.929 -5.427 0.043
H 2.016 -5.845 -1.281
H -0.614 -4.067 -2.636
H -3.160 -4.202 -2.261
H -4.206 -2.945 -0.490
H -2.177 2.236 2.166
H -3.628 1.392 1.632
H -3.856 2.683 2.873
H -3.841 2.178 5.215
H -3.487 0.612 7.062
H -2.528 -1.628 6.568
H -1.940 -3.302 4.911
H -1.650 -2.900 3.273
H -0.470 -2.382 4.440
C 0.748 3.297 0.844
N 0.744 2.754 -0.512
C 0.204 3.593 -1.598
C 0.784 1.415 -0.648
N 1.183 0.595 0.256
N 0.417 1.029 -1.940
C 0.802 -0.178 -2.489
N 1.998 -0.690 -2.172
N 0.058 -0.622 -3.452
H 0.705 4.409 0.806
H 1.673 3.030 1.342
H -0.053 2.831 1.375
H -0.836 3.411 -1.812
H 0.798 3.407 -2.481
H 0.203 4.624 -1.167
H 1.562 1.069 1.118
H -0.571 1.269 -2.170
H 2.309 -0.499 -1.194
H 2.064 -1.659 -2.428
H 0.550 -1.450 -3.835
I -3.495 1.135 -1.327
C -2.168 -0.548 -1.050
H -1.319 -0.085 -0.578
H -2.026 -0.887 -2.088
N -0.547 2.778 5.696
N -0.926 3.864 4.823
H -0.285 1.933 5.157
H -1.374 2.533 6.232
H -1.361 3.512 3.985
H -0.065 4.292 4.487
Cl 6.006 2.463 7.087
C 4.625 1.700 6.345
C 3.727 2.495 5.679
C 2.707 1.948 4.971
C 2.650 0.594 4.844
C 3.524 -0.209 5.557
C 4.471 0.332 6.368
C 1.543 -0.059 4.023
O 1.496 -1.300 4.007
O 0.897 0.691 3.236
H 3.906 3.566 5.823
H 1.982 2.528 4.433
H 3.322 -1.287 5.505
H 5.130 -0.332 6.880
Te -1.831 -0.156 -5.280
C -2.989 0.663 -6.910
C -4.392 0.689 -6.853
C -5.120 1.325 -7.869
C -4.411 1.820 -8.980
C -3.026 1.875 -8.979
C -2.281 1.312 -7.932
C -0.630 1.622 -5.409
C 0.695 1.585 -5.724
C 1.360 2.763 -6.071
C 0.720 3.994 -6.143
C -0.616 4.014 -5.780
C -1.293 2.898 -5.400
H -4.909 0.289 -5.980
H -6.192 1.313 -7.868
H -4.984 2.306 -9.757
H -2.532 2.368 -9.799
H -1.187 1.307 -7.926
H 1.215 0.678 -5.717
H 2.445 2.573 -6.217
H 1.229 4.868 -6.558
H -1.072 4.965 -5.824
H -2.305 2.896 -5.124
```